Density functional theory data (ωB97M-V/def2-TZVPD) for a molecular structure, C23H22BaBr3N3O3S3.

Last column: Mulliken charge in e.
CARTESIAN COORDINATES (ANGSTROEM)
Ba -1.002 0.870 -0.435  1.77
Br -6.577 4.006 1.784  -0.18
Br -0.367 4.116 1.068  -0.14
Br -1.556 1.960 3.110  -0.14
S 0.104 -1.439 2.507  0.04
S 2.798 0.727 3.982  -0.04
S 4.766 -0.394 0.281  -0.01
O -1.736 0.816 -3.168  -0.82
O -0.087 -3.347 -0.419  -0.49
O 0.985 0.623 0.856  -0.99
N -0.665 -2.279 -1.110  0.12
N -3.674 2.120 -0.416  -0.02
N -1.279 -0.298 -2.655  0.27
C -4.379 2.697 0.557  -0.09
C -0.341 -3.841 -2.948  -1.35
C -0.762 -2.528 -2.364  0.64
C 1.748 -1.281 2.023  -0.83
C -6.213 3.141 -0.914  -0.10
C -1.280 -1.443 -3.237  -0.18
C -1.772 -1.676 -4.630  -1.51
C 0.380 -3.002 3.160  -0.67
C 3.413 2.158 1.970  -0.29
C -4.214 2.050 -1.640  -0.18
C 2.845 0.956 2.282  -1.08
C 3.738 -1.153 -1.921  -0.69
C 2.466 -2.385 2.361  -0.29
C 3.529 2.244 4.277  -0.44
C -5.645 3.213 0.347  -0.24
C 4.944 -0.996 -1.312  -0.54
C 2.652 -0.786 -1.079  -0.32
C 3.808 2.899 3.115  -0.76
C 2.136 0.014 1.310  3.25
C -5.476 2.548 -1.924  -0.85
C 1.680 -3.378 3.020  -0.61
C 0.005 2.968 2.576  0.70
C 3.053 -0.350 0.147  -0.43
H -3.917 2.752 1.535  0.24
H 0.739 -3.962 -2.835  0.27
H -0.960 -1.950 -5.307  0.33
H -0.005 -3.011 0.484  0.33
H -0.594 -3.906 -4.003  0.40
H -7.201 3.541 -1.095  0.45
H -5.870 2.470 -2.927  0.41
H 5.926 -1.179 -1.717  0.45
H -0.425 -3.558 3.614  0.43
H -2.220 -0.752 -4.990  0.37
H -0.806 -4.665 -2.408  0.33
H 2.070 -4.327 3.359  0.41
H 3.524 2.503 0.951  0.57
H 0.746 2.246 2.250  -0.91
H 3.517 -2.495 2.134  0.53
H -2.517 -2.474 -4.667  0.36
H 3.622 -1.509 -2.935  0.42
H -3.595 1.584 -2.404  0.60
H 0.306 3.587 3.409  0.47
H 1.612 -0.875 -1.366  0.19
H 4.285 3.868 3.074  0.41
H 3.737 2.561 5.286  0.45

Properties
**Total charge**: 0
**Frontier orbital gap**: 7.7 eV
**E_tot**: -278146.7224 eV

=====

Density functional theory data (ωB97M-V/def2-TZVPD) for a molecular structure, C23H22Br2CsN6O2S4 at a distorted geometry.

Last column: Mulliken charge in e.
CARTESIAN COORDINATES (ANGSTROEM)
Cs -0.133 -0.092 0.169  1.32
Br -3.201 -4.589 0.631  -0.22
Br -2.858 -4.116 6.227  -0.29
S 3.277 0.087 0.065  -0.47
S -0.002 0.249 -3.294  -0.40
S 5.749 0.327 1.755  -0.16
S 8.256 1.723 2.475  -0.42
O -1.855 2.417 0.104  -0.66
O -1.475 -2.027 0.710  -0.89
N 2.596 -0.484 -3.479  -0.10
N 5.092 2.098 0.063  -0.75
N 6.281 2.494 0.687  0.37
N -0.551 -0.663 2.898  -0.34
N -3.259 3.906 -0.863  0.12
N 2.308 1.659 -3.245  -0.11
C -1.303 -1.785 3.082  -0.43
C 7.640 4.533 0.974  -0.49
C -2.426 2.844 -0.884  0.00
C -2.844 -4.083 3.397  -0.32
C 6.799 3.736 0.206  0.32
C 3.757 1.521 -3.108  0.21
C -1.765 -2.466 1.862  0.87
C 7.743 6.164 -0.807  -0.44
C -2.402 -3.430 4.509  -0.14
C 6.413 4.168 -1.061  0.03
C -2.535 -3.616 2.115  -0.16
C -0.101 -0.008 3.938  -0.52
C -3.891 4.354 -2.095  -0.80
C 4.683 0.951 0.531  0.10
C 3.964 0.002 -3.310  -0.48
C 6.822 1.664 1.609  0.26
C -3.478 4.567 0.412  -0.82
C 6.887 5.370 -1.560  -0.59
C 8.106 5.738 0.460  -0.64
C -1.112 -1.521 5.476  -0.68
C -1.616 -2.259 4.382  1.05
C -0.360 -0.404 5.263  -0.62
C 1.668 0.479 -3.328  -0.15
H -3.443 -4.978 3.501  0.41
H 2.328 -1.438 -3.314  0.26
H 4.271 2.105 -3.872  0.31
H 1.794 2.461 -2.928  0.23
H -4.509 5.221 -1.874  0.26
H 7.927 4.217 1.962  0.27
H 4.086 1.831 -2.118  -0.22
H -4.158 5.403 0.262  0.29
H 0.499 0.875 3.737  0.43
H -2.299 2.393 -1.881  0.35
H -1.330 -1.860 6.480  0.30
H 0.038 0.170 6.091  0.38
H 6.581 5.686 -2.550  0.35
H 8.760 6.345 1.074  0.35
H -2.539 4.936 0.824  0.28
H -3.155 4.649 -2.844  0.32
H -3.908 3.878 1.139  0.28
H 4.567 -0.218 -4.191  0.27
H -4.535 3.584 -2.522  0.32
H 5.737 3.558 -1.641  0.37
H 4.415 -0.443 -2.425  0.23
H 8.113 7.103 -1.200  0.37

Properties
**Total charge**: -1
**Frontier orbital gap**: 6.4 eV
**E_tot**: -221221.4907 eV

=====

Computed energy above the lowest of the compared OMol25 structures with the same formula, charge and spin, in the same sequence as the records: 0.000 0.000 eV.